Record 1
20
Properties=species:S:1:pos:R:3:forces:R:3:mulliken_charge:R:1 method="wB97M-V/def2-TZVPD" smiles="O=CCCO.O.O.O" lumo_energy_ha=0.01969 energy_ev=-13540.078 total_charge=0 e_above_lowest_kj_mol=364.5
O 1.36922 0.83225 1.06449 1.41 1.26 0.40 -0.4567
C 0.96421 0.26370 2.04388 0.46 -0.74 -0.27 -0.0312
C -0.17760 -0.59256 1.77203 -3.54 -0.53 -1.85 -0.1771
C -0.60880 -2.03642 2.27621 5.95 1.26 -3.35 -0.3944
O -0.61157 -2.76458 1.05296 -0.07 -1.16 0.79 -0.5249
H 1.41717 0.31048 3.05554 0.03 0.38 -0.20 0.3226
H -1.13051 0.01378 2.08505 1.70 -0.37 -0.98 0.1950
H -0.11455 -0.71364 0.56506 -0.64 0.54 3.00 0.1164
H 0.16466 -2.44085 2.92340 -0.30 -0.38 0.20 0.2862
H -1.46375 -1.82879 2.70877 -4.48 -0.28 2.22 0.3707
H -1.48835 -2.82440 0.68661 -0.49 0.02 -0.04 0.2984
O 1.98229 -0.15680 -2.70380 -1.15 4.96 -6.74 -0.5811
H 2.11875 -0.84483 -2.21547 1.23 -5.61 5.26 0.2447
H 1.94379 0.69847 -2.33492 0.24 0.62 1.61 0.3255
O -0.59103 1.00797 -2.83436 -2.03 -0.75 -0.29 -0.5734
H 0.22066 1.02805 -3.32878 0.34 -0.40 -0.47 0.3101
H -1.19613 0.35918 -3.29855 1.32 1.18 0.74 0.2830
O -1.12571 3.49834 -0.97765 -2.62 1.28 1.56 -0.6065
H -1.40434 2.65860 -1.27004 -0.68 -1.66 -0.59 0.3112
H -0.26842 3.53203 -1.27042 3.32 0.35 -1.00 0.2816


Record 2
47
Properties=species:S:1:pos:R:3:forces:R:3:mulliken_charge:R:1 method="wB97M-V/def2-TZVPD" smiles="C[C@H]1C[C@@H](CC2=[N+]([O-])CCCC2)[C@@H]2CCCN[C@H]2C1" lumo_energy_ha=0.03105 energy_ev=-22070.845 total_charge=0 e_above_lowest_kj_mol=535.7
C -2.43524 -3.47828 -0.35750 -0.16 0.32 0.02 -1.5185
C -2.03020 -1.99686 -0.37555 -2.07 1.04 -1.23 0.9155
C -0.60813 -1.74011 0.01019 1.10 0.28 -1.00 -1.5137
C 0.00167 -0.33804 -0.23304 -0.26 -1.27 -2.07 0.7077
C 1.48836 -0.32435 0.14106 -1.44 2.92 1.53 -1.9188
C 1.77691 0.18915 1.53335 0.15 -0.62 1.57 0.3224
N 1.91602 1.46133 1.86983 -1.01 -0.56 -0.91 0.5080
O 1.51607 2.37587 1.05800 0.47 0.27 -0.19 -0.7341
C 2.46530 1.98326 3.15424 2.33 -1.12 0.67 -0.6893
C 3.15820 0.72788 3.87998 -0.84 2.04 -2.21 -0.7620
C 2.06625 -0.30212 3.97749 0.43 -1.38 0.65 -0.6253
C 1.77046 -0.94147 2.58915 1.81 2.27 0.63 -0.2677
C -0.32639 0.22719 -1.70008 0.31 -2.74 0.02 0.4676
C 0.16800 1.61380 -1.94014 -0.74 1.07 -0.62 -1.0023
C -0.33793 2.17604 -3.29584 1.18 0.87 0.11 -0.5388
C -1.83391 2.15339 -3.38462 -1.09 -1.01 2.47 -0.8380
N -2.32143 0.76614 -3.14535 0.93 0.03 -0.47 -0.4367
C -1.83037 0.18947 -1.86123 -3.83 -0.80 -0.07 -0.0173
C -2.47365 -1.30195 -1.73948 4.20 0.68 0.48 -1.5534
H -3.53302 -3.42538 -0.13896 0.96 -0.86 0.05 0.3693
H -2.29230 -4.03421 -1.31162 0.10 0.52 0.56 0.3219
H -1.80467 -3.94074 0.43229 -0.92 -0.21 -0.29 0.3861
H -2.67502 -1.57639 0.43794 0.49 0.18 -0.60 0.2687
H -0.58047 -1.90989 1.06044 0.36 -0.38 1.02 0.2496
H 0.06834 -2.47583 -0.46063 -0.23 0.09 0.02 0.3006
H -0.47923 0.34968 0.38650 -0.88 1.25 1.26 0.5390
H 1.92036 0.37461 -0.50283 1.15 0.98 -1.20 0.3207
H 2.02512 -1.20230 0.16983 0.69 -2.43 -0.79 0.8526
H 3.33551 2.70230 2.93213 -1.87 -0.70 -0.11 0.2924
H 1.65456 2.45330 3.76146 0.69 -0.34 -0.66 0.3656
H 3.45334 0.99429 4.87062 0.50 0.40 0.56 0.4087
H 4.05857 0.46670 3.23691 -1.09 -0.08 0.94 0.2916
H 2.52863 -1.01256 4.72390 -1.39 0.06 -0.70 0.3338
H 1.15237 0.22493 4.38441 0.89 -0.89 -0.22 0.2437
H 2.47373 -1.74305 2.33747 0.23 0.28 0.01 0.3379
H 0.82551 -1.39839 2.53269 -1.43 -0.50 0.14 0.0388
H 0.12797 -0.52128 -2.49785 -0.75 1.40 1.35 0.0122
H 1.21613 1.59303 -2.01942 1.53 0.12 0.12 0.4603
H -0.06932 2.31946 -1.11479 -0.06 -0.55 -0.35 0.3217
H 0.04592 1.54404 -4.12591 -0.01 0.41 0.44 0.2924
H 0.10262 3.23425 -3.39124 -0.81 -1.46 -0.11 0.3886
H -2.31094 2.84258 -2.62954 0.55 -0.25 -0.45 0.2858
H -2.21115 2.40071 -4.32086 -0.42 0.79 -1.81 0.5017
H -3.33143 0.66740 -3.37011 1.20 0.00 0.83 0.2752
H -2.34456 0.82097 -1.07879 0.84 -0.49 0.06 0.1896
H -1.97198 -1.83725 -2.58883 -0.49 0.13 0.61 0.3367
H -3.51455 -1.35129 -1.89566 -1.31 0.26 -0.05 0.5096


Record 3
8
Properties=species:S:1:pos:R:3:forces:R:3:mulliken_charge:R:1 method="wB97M-V/def2-TZVPD" smiles="[H]/N=[N+](/[S-])S.Cl" lumo_energy_ha="-0.02007 / -0.02005" energy_ev=-37218.637 total_charge=0 e_above_lowest_kj_mol=10.1
H -0.03645 -0.48887 -1.27425 -0.61 -0.48 0.46 0.2606
N -0.13321 0.48920 -1.05100 -0.67 2.34 0.93 -0.5456
N -0.78625 0.76970 0.00649 0.32 -3.53 -1.77 0.3357
S -1.02952 2.17710 0.73777 -0.02 0.70 0.10 -0.1737
S -1.62300 -0.65103 0.88703 0.37 0.37 -0.18 -0.0281
H -1.00085 -1.73309 0.31017 -0.11 0.79 0.05 0.1382
Cl 1.98149 -0.10594 0.69531 0.09 0.09 1.32 -0.2210
H 2.62779 -0.45707 -0.31152 0.62 -0.27 -0.91 0.2339


Record 4
12
Properties=species:S:1:pos:R:3:forces:R:3:mulliken_charge:R:1 method="wB97M-V/def2-TZVPD" lumo_energy_ha=0.16986 energy_ev=-40929.368 total_charge=-2
C -1.63186 1.71703 -0.31879 -0.11 -1.80 -1.34 -0.3753
C -2.42819 1.27016 -1.27283 1.21 -1.70 -0.59 -0.0469
O 3.10761 -0.13961 0.03178 -0.51 -1.44 0.57 -0.7387
O 3.13463 -1.90539 2.05564 -0.55 1.56 -0.96 -0.8000
O 1.91327 -2.53620 0.06450 -0.13 -0.64 -0.23 -0.4869
P 2.39557 -1.17984 0.89354 0.46 0.10 1.39 0.7226
S 0.44102 -0.52828 1.42227 0.44 0.19 0.24 -0.8700
Cl -3.69005 2.26863 -1.89828 -0.76 0.38 -0.56 -0.2673
H -1.74322 2.71399 -0.05788 -0.12 1.67 1.06 0.2543
H 1.61781 -3.03099 0.86619 0.28 0.23 -1.04 0.2699
H -0.85015 1.05868 0.05465 0.35 0.01 0.33 -0.0037
H -2.26645 0.29181 -1.84078 -0.54 1.45 1.14 0.3421


Record 5
13
Properties=species:S:1:pos:R:3:forces:R:3:mulliken_charge:R:1 method="wB97M-V/def2-TZVPD" lumo_energy_ha=-0.17170 energy_ev=-77257.462 total_charge=+1 e_above_lowest_kj_mol=332.3
C 0.74554 -1.19353 0.08247 0.60 -0.58 -0.17 -0.3980
C -0.49396 -1.53367 0.10126 -1.37 3.16 -0.12 -0.1767
C -0.89407 1.20017 0.13508 1.70 -3.19 -0.55 0.0350
C 1.33084 0.11032 -0.08673 -0.60 1.42 -1.56 -0.2809
N -1.54985 0.08737 -0.08449 2.02 -2.74 0.91 -0.3524
N 0.44700 1.26926 0.11137 -0.32 -0.43 0.40 -0.1475
Br -3.38826 0.00293 0.02470 0.27 0.03 0.14 0.1157
H 1.55826 -1.87653 -0.13816 -0.40 -1.05 0.80 0.3638
H -0.96833 -2.43412 0.37401 -1.32 -0.46 -0.19 0.4474
H -1.42877 2.03617 0.37464 -1.28 2.45 0.18 0.4460
H 2.31387 0.12498 0.36182 -0.05 0.76 0.57 0.3648
H 1.49381 0.03197 -1.14888 0.69 0.53 -0.84 0.3105
H 0.83393 2.17467 -0.10711 0.07 0.10 0.43 0.2722


Record 6
98
Properties=species:S:1:pos:R:3:forces:R:3:mulliken_charge:R:1 method="wB97M-V/def2-TZVPD" multiplicity=4 lumo_energy_ha="-0.12558 / -0.15618" energy_ev=-76632.105 s_squared=3.80 total_charge=+1 e_above_lowest_kj_mol=0.0
Re 0.06318 0.08794 -0.09895 0.23 0.03 -1.85 2.0102
C -2.74493 4.87168 -2.93043 -0.03 -0.07 0.08 -1.0806
C -3.33342 3.94612 -1.87164 0.13 0.11 -0.09 -0.4006
N -2.47877 3.85548 -0.69616 -0.01 0.05 -0.04 0.0160
C -1.64828 2.85269 -0.40297 0.12 -0.47 -0.07 0.4001
S -1.74513 1.35753 -1.30069 0.54 -0.70 0.71 -0.3849
N -0.81624 3.04476 0.58985 -0.10 0.74 0.23 -1.7833
N -0.00127 2.03190 0.90534 0.47 -0.60 0.23 0.9182
C 0.73064 2.17932 1.98043 -0.55 0.42 -0.35 0.7637
C 0.67064 3.39998 2.83881 0.04 -0.08 -0.10 -2.1524
C 1.62829 1.08942 2.28019 0.41 -0.27 0.16 1.0579
C 2.60548 1.19147 3.26831 -0.17 0.13 -0.15 -1.2104
C 3.46562 0.13669 3.49539 -0.01 -0.18 -0.04 -0.8837
C 3.30648 -1.02445 2.75120 0.02 0.16 0.11 -1.6059
C 2.32974 -1.05419 1.77921 0.02 -0.16 -0.08 -0.0200
N 1.51221 -0.02976 1.52584 0.02 0.04 0.04 0.7939
H -3.38617 4.88685 -3.81128 0.00 0.04 0.00 0.3882
H -1.75295 4.53234 -3.23003 0.00 -0.01 -0.01 0.1804
H -2.66341 5.88991 -2.54769 0.02 0.01 -0.04 0.3708
H -3.45361 2.94201 -2.27229 -0.11 0.00 0.03 0.2893
H -4.31084 4.31041 -1.55256 -0.03 -0.09 -0.01 0.4086
H -2.33074 4.69516 -0.15484 0.00 -0.01 0.03 0.2730
H -0.16843 4.01081 2.52944 -0.02 0.04 0.04 0.4096
H 1.58692 3.98501 2.72440 0.00 0.01 0.03 0.4903
H 0.56211 3.13200 3.89077 0.05 -0.02 0.01 0.4258
H 2.69080 2.11543 3.82055 0.03 -0.03 0.04 0.6069
H 4.25002 0.21464 4.23579 -0.04 0.00 0.04 0.4785
H 3.92312 -1.89548 2.91687 0.05 0.01 -0.07 0.5696
H 2.20325 -1.93131 1.16579 -0.13 0.14 0.11 0.4983
C -1.00471 -3.76935 5.10521 -0.02 0.08 0.02 -0.5823
C -0.00426 -3.72341 4.14636 0.07 -0.07 0.00 -0.8360
C -0.09839 -2.84029 3.08247 -0.01 0.03 -0.08 -0.3085
C -1.19271 -1.98709 2.97201 0.21 0.13 -0.07 0.8035
C -2.18855 -2.02408 3.95063 0.05 0.06 -0.02 -0.5907
C -2.09237 -2.91236 5.00940 0.01 -0.05 0.02 -0.7920
P -1.48351 -1.01458 1.45766 -0.84 -0.04 -0.03 2.3129
C -2.59881 0.30615 2.02825 0.09 0.01 -0.01 0.0124
C -3.75244 0.63828 1.32749 0.01 -0.14 0.08 -0.6849
C -4.50850 1.72986 1.72844 -0.08 0.08 -0.03 -0.7428
C -4.10981 2.50112 2.80961 0.00 -0.01 0.00 -0.7086
C -2.95071 2.17840 3.50351 0.02 0.00 0.05 -0.8849
C -2.19770 1.08334 3.11636 -0.01 0.00 -0.08 -0.4331
C -2.39896 -2.15431 0.39679 0.13 0.02 0.03 0.1046
C -3.33182 -3.04801 0.86100 0.04 0.14 0.00 -0.3030
C -4.01386 -3.87923 -0.04345 -0.06 -0.05 -0.06 -1.0019
C -3.76431 -3.78450 -1.38560 -0.04 -0.02 0.04 -0.8865
C -2.80289 -2.88115 -1.89155 0.08 0.15 0.11 1.2204
C -2.55780 -2.74091 -3.27681 0.03 0.01 -0.08 -1.0269
C -1.60482 -1.86813 -3.71807 -0.07 -0.11 -0.07 -0.9906
C -0.83287 -1.12691 -2.80352 0.31 -0.07 0.09 0.9868
C -1.02001 -1.23630 -1.44607 0.37 0.16 0.49 -0.5528
C -2.06650 -2.07860 -0.97925 -0.13 -0.21 -0.05 -0.4682
H -0.93719 -4.46909 5.92736 0.01 0.00 0.00 0.4182
H 0.84626 -4.38822 4.22136 0.00 0.01 -0.02 0.4528
H 0.67550 -2.82856 2.32710 -0.08 -0.10 0.00 0.2346
H -3.04276 -1.36484 3.88327 -0.03 0.00 0.01 0.4735
H -2.87443 -2.93993 5.75649 0.00 0.00 0.00 0.4473
H -4.06019 0.03838 0.48056 -0.02 0.02 -0.02 0.4511
H -5.41574 1.98286 1.19473 0.01 -0.03 -0.01 0.4841
H -4.71004 3.34741 3.11708 0.02 0.01 0.01 0.4260
H -2.63663 2.77275 4.35204 -0.02 0.01 0.00 0.4798
H -1.29881 0.82453 3.66675 -0.01 0.00 0.02 0.6058
H -3.54666 -3.12225 1.91898 -0.01 0.01 0.03 0.5243
H -4.74176 -4.58774 0.32825 0.00 0.00 0.00 0.4235
H -4.30022 -4.41642 -2.08370 0.00 0.01 0.00 0.4612
H -3.14741 -3.32260 -3.97471 0.03 -0.02 -0.01 0.3959
H -1.42606 -1.73765 -4.77770 -0.01 -0.04 0.00 0.5024
H -0.06582 -0.46888 -3.19761 0.01 0.00 0.03 0.2407
C 1.03726 2.53380 -2.62610 0.34 0.07 -0.04 -1.4995
C 2.52048 2.34949 -2.30624 -0.18 -0.10 0.11 0.3293
C 2.83164 2.53681 -0.81961 0.07 0.07 -0.13 -1.8526
C 3.03256 1.02500 -2.84046 -0.34 -0.28 0.40 0.3487
C 3.92400 1.09997 -3.89815 0.13 -0.05 -0.16 -0.8060
C 4.49934 -0.02430 -4.45450 0.02 0.01 -0.01 -1.4591
C 4.20599 -1.25372 -3.89730 0.08 0.10 -0.14 -1.1428
C 3.33323 -1.40530 -2.82992 -0.43 0.23 0.40 0.2772
C 3.24212 -2.82059 -2.27656 -0.20 0.09 0.18 0.3097
C 1.87817 -3.48552 -2.43272 0.13 -0.06 -0.16 -1.2312
C 3.67643 -2.89590 -0.81364 0.07 -0.07 -0.16 -1.1876
C 2.65939 -0.25004 -2.30014 1.04 0.31 -1.06 -0.0922
O 1.77746 -0.36537 -1.30837 -1.61 0.30 1.45 0.2695
H 0.66449 3.48276 -2.23023 -0.05 -0.02 0.04 0.4253
H 0.45309 1.72310 -2.20248 0.13 0.15 -0.16 -0.0702
H 0.87784 2.52486 -3.70535 -0.02 0.00 -0.02 0.4548
H 3.06309 3.13626 -2.83563 0.05 -0.06 -0.04 0.8667
H 2.36138 1.76238 -0.22258 0.00 -0.05 0.05 0.3298
H 2.47570 3.51224 -0.47683 0.02 -0.02 0.04 0.4498
H 3.90727 2.47076 -0.64706 0.00 0.06 0.00 0.4865
H 4.18390 2.07664 -4.29027 -0.03 0.01 0.02 0.4231
H 5.18922 0.05855 -5.28345 -0.01 -0.01 0.00 0.3985
H 4.68673 -2.13900 -4.29711 -0.01 0.00 0.03 0.4158
H 3.95478 -3.41021 -2.85746 0.01 0.05 0.00 0.6951
H 1.16342 -3.03169 -1.75724 -0.29 0.12 0.10 -0.0660
H 1.95358 -4.54924 -2.19388 -0.03 0.02 0.00 0.4894
H 1.50794 -3.39001 -3.45378 -0.06 -0.01 0.01 0.3673
H 2.90611 -2.43468 -0.20455 0.16 -0.08 -0.20 -0.3455
H 4.62088 -2.37626 -0.64337 -0.01 0.00 0.02 0.4315
H 3.78840 -3.93883 -0.50991 0.00 0.01 0.05 0.4893


| no. | F_max (eV Å⁻¹) |
| --- | --- |
| 1 | 8.45 |
| 2 | 4.28 |
| 3 | 3.97 |
| 4 | 2.25 |
| 5 | 3.66 |
| 6 | 2.19 |